# 1
ORCA calculation (ωB97M-V/def2-TZVPD) on 3 unconnected molecules or ions with the total composition CHN5O.

Each line ends with the Mulliken charge.
Positions of all 8 atoms, in Å:
N 1.59106 0.35738 1.24574  -0.336
N -0.40182 0.84582 2.82993  0.036
N 0.41781 -0.44456 -2.36685  -0.046
C 0.59403 -0.09198 0.86197  0.481
N -0.63566 -0.76453 -2.21263  0.043
H 2.59728 0.10648 1.31358  0.290
N -1.09720 1.65631 2.63900  -0.071
O -0.48290 -0.33507 0.57393  -0.396

Properties
**Energy**: -10552.3248 eV
**LUMO level**: 0.972 eV
**ΔE to the lowest compared entry with this formula, charge and spin**: 50.32 kJ/mol
**E_HOMO**: -11.216 eV
**Multiplicity**: 1
**SMILES**: N=C=O.N#N.N#N

***

# 2
ORCA calculation (ωB97M-V/def2-TZVPD) on C5H2O in the gas phase.

Each line ends with the Mulliken charge.
Positions of all 8 atoms, in Å:
C -2.24516 -0.03822 0.37724  -0.168
O 1.47630 1.55089 0.14043  -0.406
H -2.79508 0.51609 1.09695  0.371
C 1.77098 0.39880 -0.09497  -0.036
C -1.50102 -0.70183 -0.29871  0.085
C -0.25767 -1.16091 -0.72067  -0.246
C 0.77121 -0.55422 -0.47808  0.121
H 2.78045 -0.01059 -0.02219  0.278

Properties
**Energy**: -7258.9523 eV
**LUMO level**: -0.748 eV
**ΔE to the lowest compared entry with this formula, charge and spin**: 150.12 kJ/mol
**E_HOMO**: -9.789 eV
**Multiplicity**: 1
**SMILES**: C#CC#CC=O